(1)
6
Properties=species:S:1:pos:R:3:forces:R:3 method="wB97M-V/def2-TZVPD" multiplicity=3 charge=-1 e_tot_ev=-20513.8811 lumo_energy_ev="4.326 / 2.989" de_lowest_kcal_mol=5.2
N 0.641 0.504 0.864 3.575 1.546 -0.199
O 0.206 -0.608 -1.535 0.206 0.738 1.005
O 1.397 1.374 0.403 -0.554 -0.500 0.778
O -1.403 0.658 -0.107 0.159 -1.526 -1.124
O -0.503 -1.560 0.581 -0.414 -0.500 -0.031
S -0.338 -0.367 -0.206 -2.971 0.243 -0.428


(2)
17
Properties=species:S:1:pos:R:3:forces:R:3 method="wB97M-V/def2-TZVPD" smiles="CC/C([NH3+])=C/N" multiplicity=1 charge=+1 e_tot_ev=-7298.8148 lumo_energy_ev=-3.647 de_lowest_kcal_mol=49.2
C -1.968 0.781 0.794 0.135 1.211 0.019
C -0.984 0.996 -0.393 0.725 -0.903 0.773
C 0.248 0.105 -0.238 -0.004 0.612 -1.992
N 0.341 -0.862 -1.390 0.599 -2.071 0.957
C 1.372 0.102 0.477 0.135 -0.396 2.530
N 2.105 -1.079 0.771 -0.302 1.106 -2.129
H -1.435 0.379 1.669 -0.415 -0.146 -0.369
H -2.878 0.240 0.533 0.338 -0.291 0.105
H -2.295 1.789 1.086 -0.110 -0.367 0.079
H -1.418 0.697 -1.346 -0.297 0.353 0.023
H -0.716 2.044 -0.443 0.197 0.146 -0.112
H -0.231 -1.713 -1.331 -0.592 0.486 -0.164
H 0.245 -0.439 -2.312 -0.207 0.229 0.118
H 1.277 -1.294 -1.317 0.211 0.341 -0.128
H 1.723 0.906 1.128 -0.797 0.404 -0.362
H 3.034 -0.852 1.078 0.087 -0.613 0.430
H 1.582 -1.799 1.236 0.296 -0.100 0.222


(3)
48
Properties=species:S:1:pos:R:3:forces:R:3 method="wB97M-V/def2-TZVPD" smiles="CCOCCC1=C(CC)C(=O)OC1=O.c1cc[nH]c1.c1cc[nH]c1" multiplicity=1 charge=0 e_tot_ev=-30217.6732 lumo_energy_ev=-1.305 de_lowest_kcal_mol=232.1
C -1.109 -0.068 -2.326 -0.091 0.826 0.566
C -0.721 -1.345 -1.368 -0.349 -0.961 -1.128
O 0.686 -1.377 -0.931 -1.508 1.729 0.569
C 0.919 -0.319 0.075 0.435 -0.032 0.045
C 2.125 0.671 -0.468 0.620 -0.660 0.482
C 2.594 1.765 0.659 -1.118 1.240 1.337
C 1.820 2.574 1.640 3.604 -2.071 -3.128
C 0.192 2.597 1.831 0.095 0.641 0.683
C -0.392 1.540 2.942 -1.137 -0.068 -0.125
C 3.040 3.375 2.388 -2.249 2.065 5.305
O 2.887 3.913 3.627 1.787 -3.381 -8.806
O 4.279 3.372 1.543 -2.470 -2.919 1.281
C 4.195 2.090 0.787 3.470 -1.862 -1.837
O 5.280 1.447 0.316 -7.714 4.658 3.283
H -1.223 0.913 -1.669 0.224 -1.972 -1.329
H -0.305 0.186 -3.149 -1.452 -0.870 1.738
H -2.135 -0.221 -2.867 1.902 0.106 1.105
H -0.888 -2.326 -2.021 0.528 2.056 1.496
H -1.388 -1.457 -0.409 0.959 0.504 -1.901
H -0.098 0.229 0.274 2.136 -0.841 -0.300
H 1.284 -0.855 1.062 -0.707 1.224 -1.870
H 1.880 1.142 -1.531 0.318 -0.723 2.510
H 3.062 -0.043 -0.665 -1.992 1.641 0.513
H -0.334 2.388 0.807 1.341 0.373 1.823
H -0.183 3.677 2.173 1.269 -2.302 -0.793
H 0.272 1.426 3.901 -1.204 0.215 -2.062
H -1.455 1.968 3.277 2.372 -0.907 -0.637
H -0.643 0.484 2.448 0.911 2.270 1.189
C -4.493 1.335 -5.795 0.366 0.014 -0.188
C -5.445 0.562 -5.088 -0.110 -0.358 0.159
C -5.014 -0.746 -5.115 -0.102 -0.006 0.048
N -3.838 -0.790 -5.818 0.042 0.001 0.050
C -3.509 0.475 -6.231 0.017 0.096 -0.051
H -4.520 2.403 -5.965 0.022 -0.190 0.019
H -6.347 0.921 -4.610 0.155 -0.083 -0.081
H -5.444 -1.647 -4.697 0.040 0.177 -0.077
H -3.297 -1.625 -6.002 -0.219 0.338 0.068
H -2.607 0.654 -6.801 -0.176 0.001 0.087
C 3.136 -2.623 4.861 -0.071 -0.192 0.368
C 2.657 -2.240 3.585 -0.321 0.013 -0.272
C 1.413 -2.808 3.427 0.017 0.042 -0.078
N 1.126 -3.523 4.560 -0.039 0.036 0.016
C 2.169 -3.411 5.442 0.104 0.000 0.021
H 4.084 -2.351 5.307 -0.176 -0.053 -0.068
H 3.165 -1.617 2.860 -0.069 -0.104 0.102
H 0.709 -2.765 2.606 0.142 -0.026 0.100
H 0.277 -4.049 4.721 0.350 0.220 -0.063
H 2.134 -3.903 6.406 0.045 0.094 -0.170


(4)
25
Properties=species:S:1:pos:R:3:forces:R:3 method="wB97M-V/def2-TZVPD" smiles="C=CCN(C=C)CC[NH+]=C" multiplicity=1 charge=+1 e_tot_ev=-11508.6792 lumo_energy_ev=-5.216 de_lowest_kcal_mol=99.2
C 2.695 0.445 2.941 -2.110 -3.395 -0.062
C 2.373 0.542 1.683 -1.548 -0.166 -0.327
C 1.355 -0.333 0.975 0.957 0.273 -0.040
N 0.426 0.399 0.177 0.687 0.449 0.037
C -0.197 1.504 0.651 1.042 1.670 0.953
C -1.178 2.188 0.073 -0.124 -0.585 -1.457
C 0.008 -0.218 -1.017 1.196 -0.826 0.975
C -1.238 -1.115 -0.566 -0.885 2.722 -0.865
N -1.617 -1.763 -1.799 -2.406 2.099 0.318
C -2.518 -1.346 -2.616 0.104 0.608 0.134
H 3.636 0.578 3.349 1.387 1.298 1.091
H 2.046 -0.370 3.315 0.719 0.593 1.110
H 2.821 1.220 1.038 1.086 1.078 -1.356
H 0.812 -1.129 1.500 0.588 0.140 0.748
H 2.038 -0.801 0.265 -0.121 -0.603 -0.139
H 0.328 2.039 1.520 -0.905 -1.379 -1.047
H -1.302 3.123 0.520 -0.837 1.341 0.336
H -1.607 2.017 -0.944 0.224 -0.063 1.130
H 0.912 -0.837 -1.342 -1.452 0.418 0.004
H -0.136 0.589 -1.773 -0.805 -0.942 0.202
H -1.116 -1.837 0.215 0.832 -0.381 0.276
H -2.006 -0.375 -0.199 0.486 -0.868 -0.602
H -0.835 -2.277 -2.054 1.158 -2.021 -1.528
H -2.456 -1.734 -3.656 -0.509 0.375 0.852
H -3.244 -0.510 -2.257 1.235 -1.835 -0.743


(5)
39
Properties=species:S:1:pos:R:3:forces:R:3 method="wB97M-V/def2-TZVPD" multiplicity=2 charge=0 e_tot_ev=-168155.2270 lumo_energy_ev="-0.661 / -2.486" de_lowest_kcal_mol=3.9
Sn 0.156 -0.202 1.137 0.024 0.030 -0.094
F -6.190 -0.085 1.639 0.017 -0.009 0.001
C -5.027 -0.703 1.469 0.004 -0.022 0.031
C -4.346 -1.216 2.560 -0.007 -0.040 -0.031
F -4.861 -1.087 3.781 0.004 0.024 0.006
C -3.119 -1.827 2.376 -0.066 -0.027 -0.037
F -2.472 -2.252 3.457 0.037 -0.001 0.066
C -2.535 -1.955 1.116 0.023 0.088 -0.003
S -0.902 -2.571 0.930 -0.093 0.061 0.001
C -3.264 -1.451 0.038 0.016 -0.037 -0.008
F -2.769 -1.522 -1.199 0.034 0.022 0.019
C -4.484 -0.823 0.202 -0.015 -0.025 -0.022
F -5.131 -0.316 -0.847 0.004 -0.009 0.002
O 3.378 2.146 2.955 -0.022 0.170 -0.063
S 2.494 1.125 2.499 0.091 -0.171 0.060
O 3.004 -0.186 2.208 -0.002 0.141 0.071
O 1.555 1.579 1.417 -0.031 -0.244 0.001
O 1.438 0.860 3.713 -0.050 -0.094 -0.025
I 0.185 0.400 -1.738 -0.011 0.051 0.004
C -1.602 1.474 -1.444 0.041 0.015 0.007
C -2.194 1.981 -2.562 -0.040 0.026 -0.003
C -3.382 2.730 -2.439 0.028 -0.011 0.006
C -3.920 2.949 -1.207 -0.003 -0.003 0.013
C -3.311 2.426 -0.040 0.015 0.017 -0.043
C -3.890 2.658 1.233 -0.023 0.027 -0.006
C -3.329 2.145 2.362 0.051 -0.023 0.022
C -2.163 1.353 2.263 -0.038 0.041 -0.066
C -1.560 1.110 1.056 -0.026 -0.073 0.015
C -2.120 1.654 -0.134 -0.025 0.011 0.010
H -1.763 1.817 -3.540 0.000 -0.005 -0.001
H -3.852 3.126 -3.328 -0.002 0.001 0.002
H -4.831 3.524 -1.098 0.003 0.002 -0.003
H -4.794 3.251 1.286 0.000 0.002 0.000
H -3.774 2.325 3.332 -0.003 0.001 0.010
H -1.761 0.925 3.176 0.016 0.014 0.012
Cl 2.484 2.456 6.290 -0.020 -0.006 0.008
Ge 0.975 2.129 4.863 0.097 0.077 -0.033
Cl -0.747 1.295 5.777 -0.016 -0.010 0.067
Cl 0.446 3.911 3.865 -0.014 -0.012 0.003


(6)
9
Properties=species:S:1:pos:R:3:forces:R:3 method="wB97M-V/def2-TZVPD" smiles="CC(=O)C(=S)[S-]" multiplicity=1 charge=-1 e_tot_ev=-26877.6678 lumo_energy_ev=3.795 de_lowest_kcal_mol=30.9
C -1.433 -0.137 -0.133 2.931 2.931 -2.857
C 0.128 0.176 0.414 0.810 -1.540 0.888
O 0.205 0.204 1.627 -0.802 0.460 -0.544
C 1.724 0.090 -0.197 -3.899 0.928 -0.285
S 2.349 1.559 -0.465 0.648 1.711 -0.150
S 2.326 -1.379 -0.418 0.512 -2.148 -0.082
H -1.722 0.287 -1.170 0.931 -0.651 1.412
H -2.064 0.367 0.533 -0.823 0.265 1.376
H -1.512 -1.168 -0.190 -0.307 -1.956 0.242